63
Properties=species:S:1:pos:R:3 method="wB97M-V/def2-TZVPD" energy_ha=-2336.24677 homo_ha=-0.34202 multiplicity=1
C 0.807 3.689 1.868
C 0.986 2.715 0.644
C 0.663 1.182 0.993
Cl -0.803 0.737 -0.017
O 0.316 1.043 2.369
C 0.505 -0.287 2.835
O -0.441 -1.009 2.789
N 1.808 -0.566 3.419
N 1.563 -1.042 4.743
C 2.305 -0.411 5.543
O 3.166 0.076 6.126
C 2.635 -1.576 2.718
I 1.926 -2.349 0.840
C 4.131 -0.950 2.561
C 4.964 -1.573 1.382
I 4.116 1.222 2.431
H 1.611 3.615 2.644
H 0.731 4.742 1.480
H -0.186 3.498 2.368
H 0.287 3.060 -0.166
H 2.023 2.780 0.204
H 1.587 0.617 0.720
H 2.775 -2.449 3.420
H 4.662 -1.213 3.520
H 4.993 -2.691 1.440
H 6.032 -1.223 1.530
H 4.674 -1.186 0.365
C -2.523 4.145 -2.418
C -3.459 5.172 -1.790
C -2.717 6.329 -1.118
C -1.911 5.883 0.019
N -1.270 5.526 0.904
H -1.893 3.665 -1.665
H -3.100 3.362 -2.913
H -1.874 4.610 -3.164
H -4.110 4.672 -1.068
H -4.105 5.580 -2.573
H -3.446 7.064 -0.768
H -2.080 6.838 -1.846
C -3.542 -4.618 0.687
C -2.248 -3.851 0.934
C -2.339 -2.375 0.542
C -2.555 -2.195 -0.894
N -2.734 -2.060 -2.022
H -3.803 -4.633 -0.374
H -3.436 -5.654 1.015
H -4.374 -4.172 1.239
H -1.433 -4.335 0.389
H -2.001 -3.914 1.997
H -1.411 -1.876 0.825
H -3.142 -1.889 1.102
C 1.347 -1.418 -3.885
C 0.901 -2.706 -4.568
C -0.243 -3.408 -3.834
C 0.153 -3.863 -2.502
N 0.466 -4.208 -1.451
H 1.741 -1.611 -2.885
H 2.137 -0.937 -4.466
H 0.516 -0.713 -3.796
H 1.757 -3.379 -4.664
H 0.569 -2.467 -5.583
H -0.567 -4.272 -4.421
H -1.104 -2.741 -3.754